Computed, not measured: a molecular structure, C24H30NO6Tl, with ωB97M-V/def2-TZVPD.

Each line ends with the Löwdin charge.
Element x y z (Å)
C  -0.70963  -3.36979  -0.35769  -0.251
C  -0.68835  -1.91124  -0.82164  -0.064
C  0.54887  -3.58290  0.50602  -0.039
C  1.52310  -2.42925  0.17047  -0.215
H  0.96488  -4.55258  0.23923  0.114
H  0.26947  -3.61229  1.56219  0.117
C  0.80961  -1.55621  -0.96229  -0.177
H  -1.11687  -1.29046  -0.03323  0.130
H  -1.30177  -1.77156  -1.73118  0.135
C  1.15144  -0.05319  -0.95082  -0.360
H  1.07056  -2.01805  -1.94246  0.142
H  2.41677  -2.86978  -0.30888  0.140
C  1.97542  -1.69026  1.35424  -0.363
C  -2.00770  -3.80567  0.30375  -0.420
C  -0.74403  -4.34095  -1.54172  -0.442
O  -0.01272  -5.29971  -1.68874  0.106
O  -2.87023  -3.06077  0.73697  0.127
O  -2.11997  -5.14966  0.31238  -0.036
O  -1.72719  -4.04384  -2.41319  -0.028
C  -1.95422  -5.08734  -3.36336  -0.044
H  -2.78758  -4.73471  -3.96802  0.091
H  -2.21698  -6.01197  -2.83750  0.097
H  -1.06080  -5.25453  -3.97140  0.095
C  -3.36441  -5.60556  0.84216  -0.045
H  -3.51215  -5.22619  1.86163  0.098
H  -3.29482  -6.69378  0.82799  0.090
H  -4.18884  -5.25704  0.20460  0.100
O  1.52834  0.52226  0.17867  -0.564
H  0.24932  0.49605  -1.24787  0.116
H  1.95904  0.05260  -1.69021  0.115
C  3.39984  -1.42076  1.50970  -0.089
C  1.02459  -1.34353  2.41757  -0.080
H  1.05851  -2.21086  3.11112  0.078
H  -0.02965  -1.19273  2.08978  0.097
H  1.33596  -0.45349  2.99824  0.067
H  3.61769  -0.50284  2.08387  0.066
H  3.94418  -1.37765  0.54479  0.090
H  3.77538  -2.28281  2.08820  0.078
Tl  1.77446  2.12925  1.14604  0.768
C  1.99639  5.30455  -1.18114  -0.218
C  2.37116  3.95962  -1.47827  -0.270
C  1.24536  3.31472  -2.10788  -0.222
H  3.33316  3.50462  -1.28067  0.036
C  0.19409  4.28155  -2.19128  -0.201
C  0.66495  5.50082  -1.63619  -0.219
H  0.11026  6.43705  -1.60858  0.063
H  2.64512  6.05408  -0.73331  0.061
H  1.22304  2.30818  -2.48666  0.037
H  -0.79273  4.10865  -2.61465  0.056
C  -0.80890  4.10081  2.72580  -0.213
C  -0.93617  5.40564  1.98657  -0.328
C  -1.67363  4.98235  0.74761  -0.154
H  -1.41367  6.20666  2.56567  0.106
C  -1.86729  3.63374  0.74512  -0.189
C  -1.34419  3.08452  1.97439  -0.264
H  -1.38752  2.02352  2.23836  0.057
H  -0.31097  4.03953  3.70128  0.062
H  -1.94605  5.70327  -0.03755  0.078
H  -2.34595  3.03595  -0.03981  0.076
O  1.07880  8.02991  0.72315  0.064
C  0.77720  6.96914  1.13409  -0.418
N  0.49803  5.87489  1.59456  0.160

Cartesian forces (eV/Å) of the 6 atoms listed first:
C -0.5225 -0.5937 -0.6766
C -0.1000 0.4348 0.4502
C -0.4119 -0.1780 -0.2474
C 0.1496 -0.1369 -1.1216
H 0.0822 -0.0114 0.1628
H 0.0929 0.1209 -0.0821

Results
- E: -43836.607 eV
- Net charge: -2
- E_HOMO (spin up / spin down): -0.00554 / 0.07578 hartree

---

Computed, not measured: a molecular structure, C24H31BBr25NO5P, with ωB97M-V/def2-TZVPD.

Each line ends with the Löwdin charge.
Element x y z (Å)
C  1.56066  -5.88337  2.37103  -0.196
C  1.23431  -4.45093  1.91478  -0.404
P  0.10012  -4.49202  0.46891  1.084
C  -1.60475  -5.03579  0.95589  -0.418
C  -1.93427  -6.32867  0.21011  -0.200
C  0.08841  -2.81643  -0.33610  -0.507
C  -0.65026  -2.90284  -1.70828  -0.122
C  -1.92356  -2.11025  -1.89292  -0.737
O  -1.98316  -1.09183  -2.46657  0.058
Br  -3.62801  -2.78983  -1.11565  0.669
O  1.46259  -2.68257  -0.73298  -0.071
B  1.69858  -1.22636  -0.84083  -0.714
C  3.21729  -0.67688  -0.83713  -0.090
C  3.23366  0.82309  -0.50775  -0.115
C  2.88354  1.73664  -1.63901  -0.530
O  2.74476  2.93128  -1.46228  -0.135
O  2.76986  1.20738  -2.87333  0.040
O  0.82874  -0.55577  0.18927  -0.036
C  -0.04165  -1.57696  0.58900  -0.270
C  -1.39162  -1.02494  0.99462  -0.238
C  -1.83353  0.16059  0.36250  -0.006
C  -3.05545  0.71342  0.75698  -0.107
C  -3.78050  0.06791  1.77016  -0.088
C  -3.24953  -1.11338  2.30817  -0.216
N  -2.07674  -1.66462  1.95247  0.129
H  2.44006  -5.85249  3.01859  0.063
H  0.74634  -6.34872  2.92741  0.032
H  1.83382  -6.52199  1.52992  0.047
H  0.79107  -3.94906  2.77965  0.075
H  2.17331  -3.99022  1.62172  0.080
H  -1.56283  -5.29114  2.02031  0.068
H  -2.37474  -4.28318  0.82346  -0.007
H  -2.86303  -6.77822  0.57143  0.065
H  -2.00492  -6.18106  -0.86780  0.055
H  -1.15828  -7.07713  0.36804  0.004
H  -0.91428  -3.95632  -1.85914  0.090
H  -0.00343  -2.64183  -2.53732  0.122
H  1.17035  -0.87196  -1.92213  0.121
H  3.66010  -0.78332  -1.82899  0.091
H  3.87069  -1.18127  -0.11340  0.095
H  2.55896  1.07489  0.30949  0.111
H  4.22776  1.14240  -0.19526  0.093
H  2.46693  1.90119  -3.50550  -0.058
H  0.37920  -1.93766  1.54327  0.135
H  -1.22324  0.62149  -0.40009  0.124
H  -3.37049  1.64320  0.28060  -0.063
H  -4.71445  0.50887  2.09642  0.058
H  -3.83909  -1.61999  3.07614  -0.040
C  2.36494  5.64263  -4.44416  -1.553
Br  2.59240  3.81419  -3.86938  0.875
Br  2.36270  5.84380  -6.37274  0.541
Br  0.78712  6.43413  -3.66764  0.538
H  3.21859  6.18989  -4.07110  -0.024
C  0.68352  1.48250  3.20410  -1.625
Br  2.30358  0.67632  3.85754  0.572
Br  -0.80395  1.15866  4.38676  0.576
Br  0.91537  3.36108  2.86275  0.542
H  0.45405  1.01101  2.25639  -0.053
C  -7.32507  -1.37694  3.15839  -1.615
Br  -5.76608  -1.61927  4.25764  0.693
Br  -8.82038  -2.41593  3.79163  0.564
Br  -7.78446  0.48388  2.97426  0.575
H  -7.07672  -1.74363  2.17203  -0.021
C  2.59974  10.14664  -7.80719  -1.650
Br  3.61027  10.03289  -6.17229  0.559
Br  3.43025  9.14754  -9.22775  0.559
Br  0.76320  9.63130  -7.55342  0.561
H  2.59904  11.18423  -8.10578  -0.036
C  0.73647  6.87831  0.86392  -1.612
Br  1.61382  6.76245  2.58048  0.531
Br  1.65448  5.84447  -0.47267  0.583
Br  -1.12082  6.38271  0.98786  0.556
H  0.76974  7.91346  0.55814  -0.032
C  0.26296  -9.66806  3.71897  -1.652
Br  0.21510  -11.53693  4.19013  0.554
Br  0.06743  -9.40233  1.82760  0.602
Br  -1.03128  -8.64888  4.71394  0.568
H  1.23943  -9.29662  3.99403  -0.030
C  6.70239  3.43389  1.13531  -1.645
Br  6.86873  1.58576  1.65277  0.573
Br  6.83158  3.65195  -0.77513  0.568
Br  5.09617  4.23046  1.82854  0.565
H  7.53689  3.95978  1.57397  -0.039
C  -5.16340  4.49322  -1.57805  -1.622
Br  -4.86512  3.11004  -0.26661  0.704
Br  -3.49861  5.18668  -2.24576  0.573
Br  -6.30889  3.88506  -3.00152  0.571
H  -5.67446  5.30630  -1.08385  -0.033

Cartesian forces (eV/Å) of the 6 atoms listed first:
C 0.3437 0.0686 -0.1103
C -0.7762 -0.3450 0.7652
P 0.5382 -0.8917 -1.5314
C 0.3951 -0.2585 0.6609
C -0.1305 -0.1748 -0.0382
C 1.3612 0.7736 -0.6352

Results
- E: -1798145.162 eV
- Net charge: -1
- E_HOMO: -0.17495 hartree